(1)
C17H21Cl3MoO3 as an isolated structure in a non-equilibrium geometry, computed with ωB97M-V/def2-TZVPD.

XYZ file:
```
45
C17H21Cl3MoO3 | the OMol25 dataset | ωB97M-V/def2-TZVPD
C -0.6571 0.6092 -3.4351
C -1.5577 -0.4947 -3.1142
C -0.7319 -1.6812 -2.9130
C -3.0502 -0.5205 -3.1798
C 0.6450 -1.3180 -3.0200
C 0.7082 0.1084 -3.3223
C 1.9233 0.9175 -3.5093
C -0.9449 2.0038 -3.2487
C -1.2531 -3.0756 -2.7994
C 1.7926 -2.2184 -2.7649
Mo 0.0103 -0.3041 -1.2196
Cl -3.7210 1.7477 -0.3768
Cl 2.1291 -0.3007 -0.0624
Cl -1.3477 -1.6072 0.2042
H -3.4079 0.4667 -2.8647
H -3.4474 -1.2255 -2.4427
H -3.4065 -0.7822 -4.1892
H -2.2223 -3.1019 -2.2804
H -0.5348 -3.6991 -2.2607
H -1.4030 -3.5076 -3.7999
H 1.5024 -3.0832 -2.1321
H 2.6017 -1.6970 -2.2246
H 2.1827 -2.5787 -3.7308
H 2.8267 0.3459 -3.2834
H 1.9468 1.7552 -2.7992
H 1.9932 1.3618 -4.5094
H -1.9982 2.2422 -3.2386
H -0.3426 2.6502 -3.8580
H -0.5573 1.8853 -1.8677
O -0.5917 1.3936 -0.7553
H -1.3230 1.4309 -0.1379
O -0.8192 -0.5307 3.5286
C 0.3644 -0.7311 3.9086
O 1.3171 -1.4970 3.6903
C 0.7137 0.3181 5.0511
C 1.4848 1.4234 4.7270
C 1.7733 2.3570 5.7278
C 1.2716 2.1339 7.0312
C 0.4997 1.0257 7.3198
C 0.1976 0.0830 6.3426
H 1.8499 1.5356 3.6839
H 2.3604 3.2149 5.4951
H 1.5087 2.8616 7.8025
H 0.1144 0.8737 8.3124
H -0.3997 -0.7909 6.5151
```

Output
* ⟨S²⟩: 2.02
* spin multiplicity: 3
* highest occupied orbital energy (spin up / spin down): -1.75 / -1.76 eV
* net charge: -2
* energy relative to the best compared isomer or geometry (same formula, charge and spin): 81.9 kJ/mol
* DFT total energy: -2334.96228 Eh

***

(2)
A single C17H21ClFN3O3 molecule, computed with ωB97M-V/def2-TZVPD.

XYZ file:
```
46
C17H21ClFN3O3 | the OMol25 dataset | ωB97M-V/def2-TZVPD
O 1.1894 -3.5681 -0.1932
C 1.4084 -2.4843 0.2966
N 1.0369 -2.1296 1.5482
H 1.0946 -1.1559 1.8067
C 0.0328 -2.8682 2.2805
H 0.2831 -2.8453 3.3431
C -1.3502 -2.2534 2.0196
N -1.3040 -0.8107 2.2091
C -1.4026 -0.4246 3.6090
C -1.2162 1.0889 3.7258
O -2.1712 1.7863 2.9650
C -2.1004 1.4040 1.6135
C -2.3223 -0.1006 1.4502
H -2.2382 -0.3719 0.3954
H -3.3382 -0.3525 1.7981
H -2.8733 1.9686 1.0903
H -1.1132 1.6734 1.2050
H -1.3483 1.4142 4.7587
H -0.2024 1.3562 3.3870
H -0.6230 -0.9299 4.1810
H -2.3850 -0.7006 4.0299
H -2.1031 -2.7375 2.6604
H -1.6147 -2.4476 0.9775
H 0.0525 -3.9002 1.9281
C 2.1275 -1.3538 -0.4463
C 2.7017 -1.7904 -1.7872
C 2.4218 -0.6485 -2.7401
O 2.9071 -0.5064 -3.8345
N 1.5133 0.1908 -2.1399
C 0.9226 1.3193 -2.7093
C -0.2308 1.8588 -2.1367
C -0.8210 2.9919 -2.6708
C -0.2630 3.5934 -3.7898
C 0.8745 3.0620 -4.3715
C 1.4682 1.9368 -3.8372
H 2.3493 1.5242 -4.2975
H 1.2892 3.5436 -5.2424
F -0.8237 4.6960 -4.3174
Cl -2.2441 3.6384 -1.9357
H -0.7006 1.4091 -1.2786
C 1.0968 -0.2778 -0.8329
H 0.0930 -0.7186 -0.8886
H 1.0777 0.5536 -0.1235
H 2.1799 -2.6853 -2.1406
H 3.7656 -2.0174 -1.7605
H 2.9035 -0.9302 0.1955
```

Output
* highest occupied orbital energy: -8.68 eV
* net charge: 0
* DFT total energy: -1610.48096 Eh
* structure (SMILES): O=C(NCCN1CCOCC1)[C@H]1CC(=O)N(c2ccc(F)c(Cl)c2)C1

***

(3)
C17H21ClI2N2OPtS2Se as an isolated structure in a non-equilibrium geometry, computed with ωB97M-V/def2-TZVPD.

XYZ file:
```
48
C17H21ClI2N2OPtS2Se | the OMol25 dataset | ωB97M-V/def2-TZVPD
Pt 0.1507 0.2623 -0.1414
I -1.1689 -3.7645 -2.3003
C -0.2404 -2.2237 -3.4316
I -0.6442 -0.2471 -2.6731
H -0.6499 -2.2224 -4.4353
H 0.8347 -2.3519 -3.4247
Cl -0.8820 2.6647 1.6132
C 0.3504 2.3412 0.3906
H 1.3111 2.6058 0.8164
H 0.1368 2.9478 -0.4861
N -1.6325 -0.8639 2.5804
C -0.3932 -0.5075 2.9245
N 0.5410 -0.1853 2.0807
C 1.7786 0.0766 2.7365
C 2.9219 0.9124 2.1818
C 3.7896 1.5738 3.1454
C 3.7161 1.2645 4.4568
C 2.6216 0.5124 5.0014
C 1.6407 0.0563 4.1973
S 0.0491 -0.4929 4.6372
H -1.8820 -0.9030 1.6101
H -2.3223 -1.0877 3.2772
H 2.8282 1.3224 1.1812
H 4.4871 2.3178 2.7850
H 4.4292 1.6905 5.1492
H 2.5244 0.4218 6.0755
C 1.6305 -3.0194 0.7389
S 1.8185 -1.8419 -0.6052
C 3.6033 -1.5939 -0.5981
O 2.9207 -0.5184 2.1943
H 1.8798 -2.5462 1.6827
H 2.3029 -3.8556 0.5518
H 0.6004 -3.3668 0.7346
H 4.0685 -2.5107 -0.9593
H 3.9370 -1.3768 0.4104
H 3.8342 -0.7768 -1.2772
Se -3.0392 1.1235 -0.1440
C -3.4709 2.5941 -1.1920
C -2.5524 3.1243 -2.1136
C -2.9073 4.2252 -2.8594
C -4.1666 4.8052 -2.6964
C -5.0753 4.2800 -1.7797
C -4.7405 3.1761 -1.0269
H -1.5801 2.6648 -2.2367
H -2.2069 4.6420 -3.5701
H -4.4390 5.6669 -3.2904
H -6.0466 4.7377 -1.6535
H -5.4452 2.7575 -0.3193
```

Output
* ⟨S²⟩: 6.03
* spin multiplicity: 5
* highest occupied orbital energy (spin up / spin down): -13.31 / -13.39 eV
* net charge: +2
* energy relative to the best compared isomer or geometry (same formula, charge and spin): 107.8 kJ/mol
* DFT total energy: -5217.09572 Eh

***

(4)
C17H21FIrN6O5S2 as an isolated structure in a non-equilibrium geometry, computed with ωB97M-V/def2-TZVPD.

XYZ file:
```
53
C17H21FIrN6O5S2 | the OMol25 dataset | ωB97M-V/def2-TZVPD
Ir 0.2024 0.1658 -0.5384
N -0.6077 2.2654 -0.3436
N -1.6899 2.5951 -1.1777
C -2.0497 1.6958 -2.1361
N -3.1760 1.9023 -2.7903
N -1.1747 0.7058 -2.2747
N -1.3579 -0.2290 -3.3040
O -0.5420 -1.0989 -3.2762
O -2.2591 -0.1116 -4.1079
H -0.9416 2.2362 0.6164
H 0.1052 2.9889 -0.4257
H -2.3782 3.2406 -0.8157
H -3.8446 2.5805 -2.4666
H -3.4170 1.2484 -3.5257
C -0.7309 -2.9602 -0.4626
S 0.7490 -1.9753 -0.1699
C 1.7261 -2.7083 -1.4712
H -0.4631 -3.9909 -0.2285
H -1.0368 -2.8734 -1.5029
H -1.5230 -2.6376 0.2053
H 1.1849 -2.6700 -2.4135
H 1.9331 -3.7388 -1.1816
H 2.6575 -2.1605 -1.5497
O -3.7903 0.8967 0.5030
S -3.1469 -0.1709 1.2212
O -3.6662 -1.4999 1.1202
N -1.5501 -0.1525 0.8642
C -0.7887 0.2510 1.8614
O 0.4368 0.4573 1.5987
C -1.5233 0.4867 3.1303
C -1.0589 0.9100 4.3604
C -2.0042 1.1143 5.3593
C -3.3628 0.9146 5.1208
C -3.8296 0.5015 3.8773
C -2.8779 0.2853 2.9020
H -0.0018 1.0644 4.5329
H -1.6881 1.4369 6.3419
H -4.0690 1.0906 5.9213
H -4.8846 0.3486 3.6962
F 6.6629 -1.9233 -1.5946
C 5.5277 -1.2130 -1.4365
C 4.8919 -0.7233 -2.5588
C 3.7240 0.0122 -2.3796
C 3.2145 0.2429 -1.1114
C 1.9690 1.0707 -0.9190
C 3.8871 -0.2587 -0.0061
C 5.0516 -1.0033 -0.1578
H 5.3075 -0.9068 -3.5400
H 3.2044 0.4132 -3.2429
H 1.8623 1.7019 -1.8066
H 2.0468 1.6556 0.0042
H 3.4978 -0.0716 0.9893
H 5.5920 -1.4015 0.6898
```

Output
* highest occupied orbital energy: -11.10 eV
* net charge: +1
* energy relative to the best compared isomer or geometry (same formula, charge and spin): 95.4 kJ/mol
* DFT total energy: -2365.38511 Eh

***

(5)
C17H21FeN2O3S as an isolated structure in a non-equilibrium geometry, computed with ωB97M-V/def2-TZVPD.

XYZ file:
```
45
C17H21FeN2O3S | the OMol25 dataset | ωB97M-V/def2-TZVPD
O 3.4548 -3.0569 -2.8683
C 2.6120 -2.2621 -2.8144
Fe 1.2947 -1.1113 -2.3226
C 2.5818 -0.0597 -1.6101
O 3.3801 0.5729 -1.0504
C 1.1605 -1.5093 -0.5764
O 1.2585 -1.6556 0.5764
C -0.1014 -2.2928 -3.0666
C -1.4210 -2.0430 -2.3790
C -1.6056 -0.5436 -2.0699
C -0.2801 0.1376 -1.9271
C 0.4630 0.5747 -3.0564
C 0.4300 -0.1719 -4.2609
C 0.3413 -1.5524 -4.2057
H 0.1913 -3.3528 -3.0276
H -2.2805 -2.4175 -2.9586
H -1.4329 -2.6269 -1.4415
H -2.2224 -0.0549 -2.8508
H -2.1370 -0.4146 -1.1131
H -0.1986 0.7424 -1.0167
H 0.9842 1.5375 -3.0005
H 0.7346 0.3134 -5.1877
H 0.7157 -2.1464 -5.0478
C -2.2821 -0.4755 2.8543
C -1.9209 -0.8208 1.4333
N -1.1183 0.2172 0.8000
C -0.5251 1.1025 1.5338
N -0.4187 1.0540 2.9015
C -1.0180 -0.0912 3.5775
C 0.7544 1.5910 3.5779
C 0.9607 3.0491 3.2343
C 1.3121 3.1984 1.7698
S 0.0799 2.5029 0.6650
H -2.9990 0.3521 2.8564
H -2.7464 -1.3342 3.3436
H -1.3639 -1.7771 1.4140
H -2.8187 -0.9693 0.8181
H -1.2137 0.2012 4.6139
H -0.3065 -0.9321 3.5886
H 0.5866 1.4751 4.6548
H 1.6520 1.0028 3.3099
H 0.0584 3.6246 3.4717
H 1.7824 3.4452 3.8349
H 1.3525 4.2594 1.4970
H 2.2693 2.7180 1.5253
```

Output
* ⟨S²⟩: 6.11
* spin multiplicity: 5
* highest occupied orbital energy (spin up / spin down): -0.52 / -4.09 eV
* net charge: -1
* DFT total energy: -2657.31328 Eh